40
Properties=species:S:1:pos:R:3:forces:R:3:mulliken_charge:R:1 method="wB97M-V/def2-TZVPD" e_tot_ha=-1595.2789 fmax_ev_per_a=3.05 orbital_gap_ev=8.92 homo_energy_ev=-8.445
N -1.511 -1.444 0.392 -0.1 0.3 1.0 -0.61
P -2.079 -0.009 0.864 -0.8 -2.9 -0.5 0.12
Si -0.615 1.651 0.763 0.6 2.3 -1.3 0.63
O -0.251 2.186 -0.848 0.3 -2.7 1.2 -0.32
Si 0.255 0.814 -1.793 -2.4 0.3 -0.3 0.55
O -1.171 0.101 -2.474 1.9 -0.1 1.4 -0.48
H -1.552 -2.126 1.175 0.1 0.6 -0.9 0.17
H -2.519 -0.093 2.240 0.0 0.7 -0.7 0.09
H -3.249 0.256 0.038 0.5 0.6 0.9 0.08
H 0.567 1.247 1.546 0.0 -0.2 -0.2 -0.07
H -1.252 2.801 1.450 0.0 -0.1 -0.1 -0.21
H 0.874 -0.166 -0.876 0.0 0.1 0.0 -0.06
H 1.154 1.261 -2.851 0.0 0.2 -0.1 -0.19
H -1.280 -0.803 -2.081 0.0 0.9 -0.3 0.32
C -2.966 -4.839 -2.398 -0.5 0.0 -0.2 -0.58
C -1.845 -5.853 -2.364 0.2 -0.3 0.3 -0.51
C -0.833 -5.236 -3.308 0.2 0.2 -0.3 -0.45
O -0.995 -3.815 -3.216 -0.1 -0.3 0.0 -0.39
C -2.205 -3.533 -2.500 0.2 0.3 0.3 -0.17
H -3.624 -4.881 -1.528 0.1 0.0 -0.1 0.33
H -3.576 -4.989 -3.296 0.0 0.0 0.1 0.27
H -1.427 -5.910 -1.353 0.0 0.0 -0.1 0.26
H -2.151 -6.857 -2.665 0.0 0.1 0.0 0.34
H -1.025 -5.531 -4.346 0.0 -0.1 0.0 0.27
H 0.196 -5.504 -3.056 0.0 0.1 0.0 0.26
H -1.931 -3.154 -1.510 -0.1 0.0 0.0 0.09
H -2.769 -2.757 -3.025 0.1 0.0 -0.1 0.29
C 3.761 4.834 2.389 0.3 0.1 -0.4 -0.52
C 2.486 5.363 3.006 -0.1 0.4 0.3 -0.52
C 1.603 4.131 3.007 -0.2 -0.3 -0.1 -0.25
O 2.472 3.000 3.146 0.0 0.3 -0.1 -0.37
C 3.826 3.430 2.954 0.1 -0.3 0.2 -0.42
H 4.644 5.429 2.627 -0.1 -0.1 0.0 0.33
H 3.658 4.795 1.299 0.0 0.0 0.1 0.26
H 2.677 5.687 4.035 0.0 0.0 -0.1 0.27
H 2.047 6.200 2.460 0.0 -0.1 0.0 0.33
H 1.065 4.028 2.058 -0.1 0.1 0.0 0.06
H 0.875 4.137 3.822 0.0 -0.1 0.0 0.26
H 4.325 3.416 3.929 0.1 0.0 0.0 0.26
H 4.341 2.732 2.290 -0.1 0.0 0.1 0.27

40
Properties=species:S:1:pos:R:3:forces:R:3:mulliken_charge:R:1 method="wB97M-V/def2-TZVPD" e_tot_ha=-2212.6994 fmax_ev_per_a=2.56 orbital_gap_ev=8.79 homo_energy_ev=-8.621 relative_energy_kj_mol=217.36
C -5.732 -0.422 2.029 1.0 -1.0 0.9 -1.01
S -4.079 -0.980 1.408 -0.2 2.4 -0.8 0.46
O -3.921 -0.055 0.189 0.5 -1.4 1.5 -0.57
C -3.104 -0.222 2.850 -0.3 -0.2 0.4 -0.89
H -6.508 -0.988 1.514 0.1 0.4 -0.3 0.33
H -5.792 0.666 2.012 0.0 -0.2 -0.5 0.35
H -5.753 -0.733 3.074 -0.2 -0.1 0.2 0.40
H -2.783 -0.896 3.644 -0.8 -0.9 -0.1 0.37
H -3.801 0.482 3.304 0.4 0.3 -0.1 0.32
H -2.109 0.186 2.671 -0.5 0.5 -1.1 0.32
C 3.388 -2.703 1.276 1.0 1.2 0.4 -0.38
S 3.735 -2.908 3.069 -0.4 -1.9 0.9 0.47
O 4.911 -3.841 3.279 -0.7 1.3 -0.6 -0.62
C 4.209 -1.263 3.631 1.5 0.0 -1.2 -0.87
H 3.385 -3.686 0.805 -0.4 0.1 0.3 0.32
H 4.138 -2.089 0.778 0.4 -0.1 0.1 0.31
H 2.469 -2.122 1.189 -0.3 -0.5 0.0 -0.15
H 3.466 -0.515 3.356 0.1 -0.1 0.3 0.30
H 5.159 -1.097 3.124 0.0 0.5 -0.6 0.29
H 4.584 -1.241 4.654 -1.0 -0.4 0.3 0.33
C 0.648 1.673 -4.903 0.0 0.6 -0.2 -0.89
S 1.913 2.995 -4.390 -1.2 0.4 -1.8 0.45
O 1.512 4.330 -5.022 0.4 -2.0 0.9 -0.62
C 1.571 3.170 -2.649 -0.4 1.0 0.8 -0.57
H 0.672 1.475 -5.975 0.7 0.5 -0.1 0.41
H -0.375 2.021 -4.766 0.1 0.1 0.6 0.27
H 0.837 0.697 -4.457 0.1 0.3 0.5 0.27
H 1.291 2.304 -2.050 0.6 -0.3 -0.4 0.08
H 0.814 3.926 -2.442 -0.5 -0.1 -0.7 0.33
H 2.450 3.708 -2.295 0.3 -0.6 0.3 0.32
C -0.342 -0.142 0.506 -1.1 0.2 -0.5 -0.47
S 0.181 -0.413 -1.227 0.3 -0.4 -1.0 0.42
O 0.400 -1.889 -1.291 -0.2 0.3 -0.2 -0.63
C -1.288 0.116 -2.290 -0.1 -0.3 2.2 -0.76
H 0.382 -0.730 1.069 0.0 0.3 0.0 0.26
H -1.352 -0.488 0.724 0.1 -0.4 -0.4 -0.22
H -0.381 0.918 0.760 0.5 0.1 0.0 0.41
H -1.150 0.423 -3.326 0.7 -0.2 0.4 0.22
H -1.550 0.945 -1.632 -0.5 0.5 -0.5 0.24
H -2.096 -0.610 -2.201 0.1 -0.1 0.0 0.38

41
Properties=species:S:1:pos:R:3:forces:R:3:mulliken_charge:R:1 method="wB97M-V/def2-TZVPD" e_tot_ha=-944.9691 fmax_ev_per_a=2.66 total_charge=+1 orbital_gap_ev=9.53 homo_energy_ev=-12.700 relative_energy_kj_mol=0.00
Rb 1.037 0.786 0.880 -0.3 -0.3 -0.2 0.82
C -2.766 -1.589 0.087 0.9 -1.7 0.1 -0.59
C -1.508 -2.478 0.312 0.2 0.3 -0.4 -0.26
O -0.300 -1.731 0.053 -0.7 0.9 0.0 -0.40
O -2.917 -0.702 1.146 0.3 1.5 0.6 -0.57
H -3.667 -2.203 0.101 0.1 -0.4 -0.7 0.43
H -2.684 -1.029 -0.845 -0.1 -0.1 0.0 0.28
H -1.485 -3.375 -0.306 -0.3 0.0 -0.1 0.33
H -1.513 -2.800 1.354 -0.1 -0.1 0.2 0.25
H 0.479 -2.227 0.315 -0.3 -0.7 0.2 0.26
H -3.162 -1.183 1.940 -0.1 0.1 0.0 0.31
C 2.479 -3.888 0.583 -0.9 0.1 0.0 -0.69
C 2.918 -2.927 1.648 0.7 -1.9 1.4 -0.29
O 2.501 -1.627 1.511 -0.6 2.4 -0.9 -0.39
O 1.056 -4.164 0.751 1.0 0.3 -0.5 -0.48
H 3.049 -4.814 0.659 0.1 0.0 0.0 0.39
H 2.629 -3.452 -0.405 -0.2 -0.1 -0.1 0.28
H 3.997 -2.947 1.799 0.1 -0.3 -0.1 0.48
H 2.439 -3.272 2.564 0.3 -0.4 0.3 0.17
H 3.260 -1.059 1.662 0.0 0.0 0.0 0.30
H 0.980 -4.781 1.482 -0.1 -0.1 0.1 0.29
C 2.035 3.029 -2.444 1.1 1.5 -1.3 -0.41
C 1.085 2.282 -3.325 0.0 -1.2 -0.2 -0.53
O -0.286 2.350 -3.042 -0.2 0.6 0.2 -0.48
O 1.970 2.722 -1.085 -0.9 -0.8 1.5 -0.37
H 1.903 4.091 -2.653 -0.3 0.3 0.5 0.31
H 3.063 2.832 -2.747 0.0 -0.3 -0.6 0.38
H 1.423 1.246 -3.354 -0.1 -0.4 0.0 0.27
H 1.176 2.638 -4.351 0.3 0.2 0.1 0.35
H -0.484 2.038 -2.156 0.0 -0.3 0.1 0.30
H 2.663 3.177 -0.601 0.1 0.2 -0.3 0.25
C -1.652 2.625 0.116 -0.5 -0.1 1.1 -0.19
C -2.125 2.744 1.578 -0.5 0.2 -0.2 -0.63
O -3.501 2.428 1.792 0.8 -0.5 0.0 -0.51
O -1.482 1.281 -0.345 0.6 0.7 0.1 -0.29
H -0.672 3.100 0.153 0.1 0.2 -0.7 0.30
H -2.348 3.130 -0.554 0.2 0.3 0.0 0.32
H -1.930 3.729 2.003 0.1 0.4 -0.5 0.44
H -1.478 2.123 2.197 -0.4 -0.6 0.1 0.14
H -4.028 3.166 1.476 -0.1 0.1 0.0 0.33
H -2.159 0.727 0.051 -0.4 -0.2 0.3 0.11

58
Properties=species:S:1:pos:R:3:forces:R:3:mulliken_charge:R:1 method="wB97M-V/def2-TZVPD" e_tot_ha=-2194.4317 fmax_ev_per_a=0.58 total_charge=-1 orbital_gap_ev=7.27 homo_energy_ev=-5.446
O -2.781 -2.665 -2.800 0.2 -0.1 0.0 -0.53
B -2.555 -1.322 -2.560 0.0 0.3 0.0 0.94
O -3.393 -0.663 -1.683 0.1 -0.1 0.4 -0.66
O -1.600 -0.622 -3.274 0.3 -0.5 -0.1 -0.52
C -0.663 0.012 -2.410 -0.3 0.1 0.0 0.32
C 0.572 0.585 -3.084 0.0 -0.1 0.0 -0.45
O 1.156 1.339 -2.046 0.3 -0.1 0.0 -0.60
Al 1.058 0.209 -0.617 -0.1 -0.1 0.1 1.00
O -0.212 -0.859 -1.428 0.0 0.4 0.1 -0.77
H -2.647 -3.180 -1.996 -0.3 0.1 -0.1 0.29
H -3.003 0.162 -1.359 -0.1 0.0 -0.2 0.37
H -1.157 0.877 -1.931 -0.2 0.1 -0.2 -0.01
H 0.369 1.155 -3.999 -0.1 0.3 0.2 0.31
H 1.211 -0.271 -3.355 -0.1 0.0 -0.2 0.26
H 0.463 0.894 0.703 0.0 0.1 0.0 -0.41
H 2.458 -0.556 -0.471 0.0 0.0 0.1 -0.29
C -4.762 2.732 -1.707 0.0 0.0 0.0 -0.81
N -3.677 2.989 -0.717 -0.1 -0.1 -0.2 0.89
O -3.715 4.018 -0.070 0.0 0.0 0.0 -0.50
O -2.819 2.141 -0.632 0.1 0.1 0.2 -0.57
H -5.453 3.565 -1.679 0.0 0.0 0.0 0.33
H -4.280 2.623 -2.675 0.0 0.0 0.0 0.29
H -5.227 1.790 -1.429 0.0 0.0 0.0 0.30
C 3.806 2.046 -3.180 0.1 0.1 0.0 -0.74
N 4.537 1.193 -2.202 -0.5 0.2 0.0 0.97
O 4.446 -0.005 -2.332 0.3 -0.3 -0.1 -0.48
O 5.134 1.764 -1.310 0.2 -0.1 -0.1 -0.60
H 3.311 1.391 -3.885 0.0 0.0 0.0 0.25
H 3.084 2.620 -2.608 -0.1 -0.1 0.0 0.27
H 4.539 2.698 -3.649 0.1 0.0 0.0 0.31
C -3.867 6.481 1.863 0.0 0.0 0.0 -0.65
N -4.491 7.820 1.674 0.0 0.0 0.0 0.88
O -5.590 7.871 1.161 0.0 0.0 0.0 -0.53
O -3.856 8.783 2.052 0.0 0.0 0.0 -0.54
H -4.544 5.731 1.477 0.0 0.0 0.0 0.29
H -2.926 6.478 1.321 0.0 0.0 0.0 0.26
H -3.682 6.367 2.926 0.0 0.0 0.0 0.29
C 2.978 -3.370 3.058 0.1 -0.1 -0.1 -0.72
N 2.420 -2.046 2.665 0.0 0.0 0.0 0.93
O 1.547 -2.034 1.821 -0.1 -0.1 0.1 -0.47
O 2.873 -1.065 3.215 0.0 0.0 0.1 -0.58
H 2.472 -4.125 2.468 0.0 0.0 0.0 0.32
H 4.043 -3.357 2.845 0.0 0.1 0.0 0.26
H 2.800 -3.510 4.120 0.0 0.1 0.0 0.25
C -1.214 -3.951 4.748 0.0 0.0 0.0 -0.67
N -0.115 -4.942 4.930 0.0 0.1 -0.1 0.86
O -0.354 -6.111 4.719 0.0 0.0 0.1 -0.53
O 0.963 -4.495 5.265 0.0 -0.1 0.1 -0.51
H -2.104 -4.487 4.445 0.0 0.0 0.0 0.30
H -1.340 -3.439 5.697 0.0 0.0 0.0 0.28
H -0.881 -3.246 3.990 0.0 0.0 0.0 0.26
C 3.625 -3.193 -1.201 0.0 -0.1 0.0 -0.49
N 3.960 -4.408 -0.415 0.1 0.0 0.2 0.94
O 3.531 -5.483 -0.783 0.0 0.0 -0.1 -0.58
O 4.651 -4.258 0.579 0.0 0.0 -0.1 -0.54
H 3.013 -3.497 -2.041 0.0 0.0 0.0 0.28
H 3.093 -2.499 -0.553 0.0 0.0 0.0 -0.06
H 4.562 -2.738 -1.506 0.0 0.0 0.0 0.30

39
Properties=species:S:1:pos:R:3:forces:R:3:mulliken_charge:R:1 method="wB97M-V/def2-TZVPD" e_tot_ha=-3098.7569 fmax_ev_per_a=2.77 multiplicity=6 total_charge=+2 orbital_gap_ev="8.93 / 7.64" homo_energy_ev="-16.083 / -16.713" relative_energy_kj_mol=0.00
C -1.119 -0.021 -4.058 0.0 0.1 -0.1 -0.80
I -1.807 -0.219 -1.984 -0.7 -0.1 -1.6 0.11
H -0.033 0.062 -3.998 -0.2 0.0 -0.1 0.30
H -1.581 0.884 -4.453 0.1 -0.2 0.2 0.36
H -1.432 -0.911 -4.606 0.0 0.1 0.3 0.36
Fe 0.538 -0.081 -0.904 1.5 0.3 -0.5 -0.44
P 0.278 2.046 -0.207 0.3 1.6 0.7 1.23
C -1.351 2.779 0.015 -0.2 0.0 0.0 -1.11
C 1.286 2.522 1.207 0.0 0.0 0.1 -1.04
H 1.424 3.610 1.180 0.0 -0.2 0.1 0.46
H 1.038 3.921 -1.385 0.1 0.1 -0.3 0.45
H 2.258 2.017 1.161 -0.2 0.2 0.0 0.36
H 2.008 2.488 -1.857 -0.2 0.2 0.1 0.41
H -1.750 2.472 0.991 0.0 0.2 -0.2 0.33
H 0.765 2.210 2.120 0.2 0.2 -0.2 0.22
C 1.000 2.864 -1.653 0.0 0.0 -0.1 -1.21
H -1.213 3.868 -0.016 -0.2 -0.2 0.1 0.42
H 0.364 2.725 -2.533 0.1 0.1 0.1 0.35
H -2.030 2.459 -0.786 0.2 0.3 0.3 0.40
P 0.304 -2.058 0.087 0.2 -2.3 1.5 1.19
C -1.324 -2.749 0.458 -0.3 0.1 0.0 -1.02
C 0.954 -3.035 -1.291 0.1 0.0 -0.2 -1.12
H 2.280 -1.835 1.429 -0.2 -0.2 0.0 0.34
H 1.605 -3.491 1.551 -0.2 0.3 -0.1 0.47
H 0.840 -2.103 2.425 0.1 -0.1 -0.2 0.28
C 1.357 -2.421 1.512 0.2 0.2 0.2 -1.09
H 1.933 -2.642 -1.595 -0.2 -0.3 0.1 0.40
H 1.051 -4.069 -0.944 0.0 0.1 -0.2 0.45
H -1.224 -3.839 0.579 -0.1 0.3 0.0 0.41
H -2.011 -2.530 -0.372 0.2 -0.3 0.4 0.39
H 0.263 -2.989 -2.139 0.1 -0.1 0.1 0.33
H -1.724 -2.295 1.376 0.1 -0.2 -0.3 0.21
Cl 2.731 -0.082 -0.979 -0.7 0.0 -0.2 -0.38
C -1.290 -0.018 3.194 -0.2 -0.1 0.0 -0.58
O 0.123 0.141 3.003 -0.1 0.3 0.6 -0.57
H -1.789 0.360 2.291 0.0 0.1 0.3 0.16
H -1.669 0.507 4.091 0.2 -0.2 -0.6 0.38
H -1.554 -1.083 3.278 0.2 0.2 0.2 0.25
H 0.498 0.535 3.812 -0.1 -0.4 -0.4 0.33

44
Properties=species:S:1:pos:R:3:forces:R:3:mulliken_charge:R:1 method="wB97M-V/def2-TZVPD" e_tot_ha=-1548.4011 fmax_ev_per_a=3.42 multiplicity=2 orbital_gap_ev="9.27 / 5.53" homo_energy_ev="-8.767 / -8.765" relative_energy_kj_mol=0.00
Hg -0.397 -0.013 0.027 1.8 2.0 2.1 1.78
S -2.534 -1.492 -1.279 1.5 1.0 0.6 1.24
O -3.126 -2.662 -0.652 -1.3 -1.7 0.6 -0.45
O -3.260 -1.464 -2.532 -0.7 0.0 -1.0 -0.46
O -2.621 -0.314 -0.452 -2.5 1.6 0.8 -0.70
O -1.101 -1.644 -1.392 1.7 -1.8 -1.9 -0.70
O 0.875 1.522 1.071 -0.3 -0.5 -0.9 -0.86
H 1.346 2.070 0.413 -0.4 -0.5 0.5 0.11
C 3.129 -0.071 -3.032 0.8 -0.1 -1.2 -1.09
C 3.024 -0.382 -1.561 -0.7 0.6 -0.5 -0.47
O 1.631 -0.693 -1.297 1.4 -0.3 0.1 -0.15
H 2.513 0.764 -3.367 -0.2 -0.1 0.3 0.12
H 2.910 -0.917 -3.683 -0.6 -0.3 0.3 0.34
H 4.133 0.147 -3.398 0.4 0.3 0.6 0.41
H 3.293 0.507 -0.990 -0.2 -0.1 0.2 0.31
H 3.692 -1.190 -1.265 -0.1 -0.1 0.1 0.37
H 1.484 -1.525 -1.753 -0.5 -0.2 -0.1 0.14
C -3.376 0.670 3.757 -0.1 -0.6 0.0 -1.22
C -2.495 -0.343 2.995 -0.5 0.9 0.3 -0.15
O -1.479 0.352 2.286 -0.3 -0.1 -0.1 -0.26
H -4.132 1.188 3.167 0.4 0.0 -0.4 0.29
H -2.718 1.405 4.221 -0.1 0.1 0.2 0.32
H -3.964 0.162 4.522 0.2 -0.1 0.3 0.37
H -3.083 -0.899 2.265 0.1 0.0 0.0 0.25
H -2.020 -1.019 3.705 -0.1 -0.3 0.1 0.25
H -0.956 0.847 2.922 0.3 0.2 -0.2 0.19
C 2.053 -1.618 2.034 0.9 0.2 0.1 -0.91
C 1.159 -2.674 1.449 0.7 0.2 0.0 -0.32
O -0.092 -2.040 1.195 -0.2 -1.4 0.8 -0.23
H 2.953 -2.038 2.482 0.0 -0.3 0.0 0.42
H 1.543 -1.084 2.836 -0.1 0.0 -0.2 0.22
H 2.406 -0.897 1.297 -0.4 0.1 0.0 0.08
H 1.115 -3.509 2.148 -0.7 0.0 0.2 0.42
H 1.527 -3.113 0.521 0.2 0.2 -0.2 0.24
H -0.763 -2.705 1.367 -0.5 0.2 -0.3 0.18
C -0.602 3.571 -2.060 1.4 0.4 -0.2 -1.15
C 0.279 2.311 -2.347 -0.4 3.1 0.7 -0.40
O -0.536 1.300 -1.848 0.1 -1.0 -1.8 -0.26
H -0.108 4.479 -2.405 -0.1 0.2 -0.2 0.40
H -0.774 3.707 -0.992 0.1 -0.3 0.0 0.23
H -1.579 3.478 -2.534 0.1 -0.1 -0.2 0.34
H 1.253 2.345 -1.858 -0.2 -0.1 0.5 0.28
H 0.542 2.295 -3.405 -0.4 -0.7 -0.3 0.28
H -1.145 1.182 -2.581 -0.7 -0.7 0.3 0.20